A cluster of 13 separate species, C64H86N6O26S7 in total at a distorted geometry. Source: the Open Molecules 2025 dataset; level of theory: ωB97M-V with the def2-TZVPD basis set.

Its gap between HOMO and LUMO is 8.5171 eV.

Geometry as ORCA input:
```
! RIJCOSX wB97M-V def2-TZVPD def2/J DEFGRID3
* xyz 0 1
C -2.50197 -2.73502 3.84002
C -3.15092 -1.83006 4.67404
C -4.50955 -1.77956 4.64784
C -5.23200 -2.56941 3.78006
C -4.57949 -3.40940 2.89926
C -3.20940 -3.46658 2.89916
N -6.69525 -2.55686 3.82340
O -7.22616 -1.98533 4.75450
O -7.29348 -3.07706 2.90830
H -1.41764 -2.71213 3.80258
H -2.57090 -1.17877 5.31169
H -5.07424 -1.11693 5.29621
H -5.14828 -4.06162 2.24910
H -2.71376 -4.18566 2.26322
C -5.15274 -7.34974 -2.81460
C -5.79373 -6.15331 -2.49485
C -5.05776 -5.13399 -1.90261
C -3.69347 -5.27300 -1.78893
C -3.04959 -6.42815 -2.17750
C -3.79237 -7.48880 -2.63375
N -2.91875 -4.17998 -1.20808
O -3.53769 -3.24086 -0.74365
O -1.69739 -4.26548 -1.18525
H -5.74469 -8.14377 -3.25537
H -6.86498 -6.09002 -2.61682
H -5.57784 -4.19953 -1.72544
H -1.97862 -6.49569 -2.05037
H -3.33153 -8.44638 -2.83669
C 5.47644 3.62870 -5.87359
C 4.42120 3.67305 -4.98325
C 4.57426 3.10164 -3.73538
C 5.78154 2.58004 -3.35688
C 6.85934 2.54798 -4.21673
C 6.68885 3.09476 -5.47869
N 5.90525 1.97094 -2.03436
O 7.01001 1.62148 -1.68010
O 4.88916 1.83552 -1.38008
H 5.35419 3.97460 -6.89115
H 3.48874 4.15290 -5.24574
H 3.74860 3.09620 -3.03833
H 7.77653 2.08711 -3.87938
H 7.48568 3.07508 -6.21326
C -6.71922 2.97195 5.55962
C -5.92577 3.82246 6.31120
C -4.54819 3.67891 6.30149
C -3.98921 2.68512 5.52854
C -4.76250 1.83968 4.77003
C -6.14828 1.98220 4.75319
N -2.54105 2.45642 5.56963
O -1.92401 2.90564 6.50468
O -2.05507 1.79965 4.66167
H -7.80376 3.01625 5.59076
H -6.40274 4.52881 6.97586
H -3.93562 4.38781 6.84069
H -4.34975 1.14047 4.05219
H -6.74109 1.28566 4.17748
C -1.52231 -0.03064 1.90208
C -0.48914 0.88383 1.76523
C 0.57603 0.63049 0.91908
C 0.50044 -0.44443 0.04345
C -0.55207 -1.33790 0.10496
C -1.57459 -1.08919 1.00220
N 1.61162 -0.63090 -0.85714
O 2.43466 0.26320 -0.90138
O 1.72879 -1.62517 -1.55732
H -2.36391 0.19722 2.53949
H -0.41725 1.74526 2.42000
H 1.39036 1.33541 0.82207
H -0.68770 -2.15659 -0.58825
H -2.42228 -1.76285 1.05195
C -2.70336 0.01201 -2.18977
C -1.79831 -0.29242 -3.20624
C -1.69318 0.52921 -4.31805
C -2.50873 1.63986 -4.40839
C -3.44608 1.93870 -3.43609
C -3.54528 1.09894 -2.31852
N -2.31924 2.55315 -5.52890
O -2.93141 3.59864 -5.50706
O -1.53183 2.22549 -6.40053
H -2.75097 -0.66502 -1.34821
H -1.15460 -1.14613 -3.04215
H -0.99542 0.30931 -5.11699
H -4.01451 2.85535 -3.49415
H -4.30523 1.41662 -1.61914
C 0.92832 5.23511 2.84089
C 1.68312 4.97928 4.15173
C 0.67313 5.25167 5.26314
S -0.22651 6.70158 4.73355
O 0.38869 7.88737 5.25987
O -1.65036 6.53833 4.90963
C 0.17925 6.53526 2.99174
H 0.17722 4.46290 2.65290
H 1.61918 5.22922 2.00202
H 2.46119 5.74023 4.26246
H 2.05724 3.97162 4.30452
H 0.98598 5.36076 6.29587
H -0.08995 4.46392 5.22617
H 0.69295 7.44936 2.69731
H -0.78238 6.55020 2.47960
C 3.99609 0.24291 4.15403
C 3.72549 1.03097 2.86374
C 4.44625 0.32709 1.74729
S 6.03059 -0.16561 2.45556
O 6.98808 0.87897 2.23013
O 6.33152 -1.53105 2.11371
C 5.48245 -0.12694 4.17295
H 3.39765 -0.67170 4.08947
H 3.77736 0.74956 5.09016
H 4.06312 2.06947 2.98618
H 2.64986 1.15820 2.72688
H 4.64742 0.84027 0.81250
H 4.00105 -0.66224 1.58802
H 6.08865 0.64297 4.65174
H 5.76853 -1.08228 4.60390
C 0.08919 -4.33843 -6.15464
C -0.06731 -3.51236 -4.87532
C 1.16269 -3.75510 -4.02436
S 1.72381 -5.41846 -4.39316
O 1.37238 -6.36879 -3.36205
O 3.09366 -5.36172 -4.82284
C 0.58588 -5.68779 -5.74960
H 0.86667 -3.83617 -6.74402
H -0.81949 -4.33639 -6.74897
H -0.96919 -3.84955 -4.35602
H -0.17597 -2.45647 -5.10056
H 1.15158 -3.67254 -2.93898
H 1.98110 -3.11688 -4.36605
H -0.21018 -6.32186 -5.35391
H 1.06786 -6.33955 -6.47902
C -0.14650 4.55908 -3.46207
C 0.57295 3.23676 -3.13219
C 1.18485 3.44290 -1.75833
S 0.01967 4.49030 -0.87892
O 0.71651 5.68933 -0.48860
O -0.70212 3.79499 0.14797
C -1.04163 4.85054 -2.29743
H -0.58527 4.58553 -4.45518
H 0.64151 5.32938 -3.44242
H 1.30272 3.02379 -3.91548
H -0.14550 2.40894 -3.16242
H 2.08709 4.02834 -1.93345
H 1.41194 2.56171 -1.17264
H -1.42445 5.85695 -2.18490
H -1.80827 4.08335 -2.15217
C 1.62682 -6.12206 -0.21645
C 2.80608 -5.18228 0.02350
C 2.30029 -4.01338 0.82095
S 1.06697 -4.71824 1.94281
O -0.14890 -3.93857 1.86097
O 1.64087 -4.93382 3.24020
C 0.89935 -6.30009 1.11167
H 1.90871 -7.08973 -0.62500
H 0.93814 -5.67897 -0.93976
H 3.19771 -4.89123 -0.95656
H 3.66828 -5.69297 0.45570
H 1.76049 -3.28694 0.21729
H 2.99488 -3.54961 1.51926
H -0.13184 -6.63511 1.09925
H 1.49000 -6.98515 1.72411
C -4.04770 5.07766 2.77849
C -5.27364 5.31881 1.91079
C -5.50992 4.00063 1.20864
S -3.88618 3.39464 0.72023
O -3.62499 3.95918 -0.57788
O -3.74405 1.97273 0.88969
C -2.98377 4.38667 1.93137
H -4.28355 4.29505 3.51174
H -3.65110 5.89292 3.37995
H -5.12148 6.15396 1.22094
H -6.10902 5.61864 2.54493
H -6.13882 4.01504 0.32131
H -5.97617 3.32192 1.92876
H -2.39780 5.10115 1.35361
H -2.26768 3.77627 2.47827
C 5.02991 -2.04613 -2.32616
C 6.06281 -2.25539 -3.43581
C 6.76303 -3.57431 -3.13968
S 6.73596 -3.78347 -1.34035
O 8.05034 -3.51649 -0.81541
O 6.06472 -4.98285 -0.94166
C 5.67103 -2.35027 -1.00330
H 4.14280 -2.64245 -2.55384
H 4.64887 -1.01887 -2.32592
H 6.79055 -1.44154 -3.49616
H 5.56409 -2.27804 -4.40467
H 7.79909 -3.70671 -3.43568
H 6.18245 -4.41092 -3.53724
H 6.40469 -1.65758 -0.59067
H 5.04649 -2.66865 -0.17002
*
```